[1]
DFT (wB97M-V/def2-TZVPD) results for a structure of composition C49H36F3IrOP2S.

The net charge is +3. As for the multiplicity: 6. The value obtained for the highest occupied orbital energy (alpha / beta) is -0.51603 / -0.58348 Ha. Its expectation value of S² is 8.8229. The orbital gap (alpha / beta) comes out at 5.52 / 4.64 eV.

Each line ends with the Löwdin charge.
Geometry (Å):
Ir  -0.7707  0.4900  1.8449  1.063
O  1.3509  -0.2281  1.0459  -0.563
S  1.1933  0.0734  -0.4370  0.974
C  1.9752  -1.3103  -1.2201  -0.251
C  2.7858  -1.1918  -2.3591  -0.020
C  3.4679  -2.2710  -2.8970  0.065
C  3.3408  -3.5162  -2.2683  -0.079
C  3.9736  -4.8359  -2.5701  -0.059
C  3.3695  -5.7976  -1.5227  -0.058
C  2.4255  -4.9608  -0.7349  -0.063
C  1.5440  -5.2961  0.3050  0.072
C  0.7028  -4.3089  0.7725  -0.006
C  0.7198  -2.9616  0.3229  -0.184
P  -0.7818  -1.9339  0.6876  1.040
C  -2.0650  -3.0567  0.1029  -0.369
C  -2.2620  -3.1017  -1.2811  -0.103
C  -3.1958  -3.9709  -1.8189  -0.053
C  -3.9476  -4.7838  -0.9792  -0.034
C  -3.7646  -4.7333  0.3974  -0.040
C  -2.8216  -3.8764  0.9420  -0.073
C  -0.9666  -1.8742  2.5011  -0.468
C  -0.0525  -2.2970  3.4696  -0.070
C  -0.3210  -2.0766  4.8099  -0.025
C  -1.4880  -1.4293  5.2112  -0.026
C  -2.4031  -0.9976  4.2690  -0.044
C  -2.1517  -1.2040  2.9071  -0.235
C  1.6975  -2.5806  -0.6478  -0.125
C  2.4685  -3.6322  -1.1879  -0.076
C  2.2605  1.4754  -0.6072  -0.253
C  3.6589  1.3153  -0.6279  -0.005
C  4.5339  2.3826  -0.6015  0.066
C  3.9836  3.6630  -0.5141  -0.077
C  4.6530  4.9964  -0.4452  -0.058
C  3.4939  5.9945  -0.2485  -0.057
C  2.2708  5.1534  -0.2425  -0.064
C  0.9263  5.5035  -0.0545  0.081
C  -0.0068  4.4893  -0.0210  0.005
C  0.2802  3.1123  -0.2082  -0.174
P  -1.1813  1.9876  0.0720  0.916
C  -2.5460  3.0613  0.5327  -0.407
C  -2.7313  3.3528  1.8850  -0.101
C  -3.7705  4.1819  2.2788  -0.043
C  -4.6274  4.7144  1.3249  -0.033
C  -4.4487  4.4251  -0.0233  -0.039
C  -3.4095  3.6013  -0.4235  -0.071
C  -1.5979  1.3353  -1.5605  -0.409
C  -0.9408  1.7124  -2.7272  -0.089
C  -1.3408  1.1888  -3.9497  -0.051
C  -2.4034  0.2979  -4.0081  -0.044
C  -3.0667  -0.0739  -2.8445  -0.064
C  -2.6621  0.4361  -1.6219  -0.111
C  1.6609  2.7408  -0.4436  -0.137
C  2.5965  3.8014  -0.4241  -0.072
H  2.9063  -0.2192  -2.8187  0.129
H  4.0965  -2.1375  -3.7668  0.143
H  5.0617  -4.7684  -2.4985  0.150
H  3.7560  -5.1470  -3.5945  0.150
H  4.1240  -6.2402  -0.8650  0.155
H  2.8438  -6.6438  -1.9747  0.154
H  1.4870  -6.3034  0.6947  0.144
H  -0.0482  -4.5763  1.5073  0.125
H  -1.6952  -2.4471  -1.9348  0.098
H  -3.3470  -4.0099  -2.8891  0.118
H  -4.6830  -5.4568  -1.3985  0.123
H  -4.3571  -5.3638  1.0460  0.122
H  -2.6808  -3.8480  2.0155  0.112
H  0.8774  -2.7681  3.1799  0.117
H  0.3921  -2.4042  5.5542  0.129
H  -1.6787  -1.2676  6.2628  0.128
H  -3.3205  -0.5118  4.5724  0.127
H  -2.9452  -1.0086  2.1849  0.109
H  4.0635  0.3129  -0.6458  0.125
H  5.6028  2.2209  -0.6223  0.144
H  5.2151  5.1875  -1.3631  0.150
H  5.3793  5.0274  0.3695  0.150
H  3.4355  6.7509  -1.0374  0.155
H  3.5687  6.5554  0.6882  0.156
H  0.6244  6.5332  0.0814  0.146
H  -1.0362  4.7617  0.1624  0.110
H  -2.0570  2.9540  2.6396  0.082
H  -3.9117  4.4088  3.3262  0.121
H  -5.4422  5.3558  1.6324  0.123
H  -5.1215  4.8396  -0.7609  0.122
H  -3.2797  3.3726  -1.4739  0.115
H  -0.1356  2.4374  -2.7021  0.105
H  -0.8412  1.4974  -4.8578  0.117
H  -2.7268  -0.0928  -4.9633  0.120
H  -3.9056  -0.7551  -2.8905  0.119
H  -3.1921  0.1473  -0.7202  0.110
F  -0.0940  2.0970  4.1142  0.054
C  0.6078  1.4089  3.1796  -0.668
F  1.4370  0.5836  3.8381  0.077
F  1.4123  2.3314  2.5670  0.034

[2]
DFT (wB97M-V/def2-TZVPD) results for a structure of composition C12H24F6GeMoNO10PS4Se in a non-equilibrium geometry.

The value obtained for the highest occupied orbital energy is -0.33868 Ha. The orbital gap comes out at 6.43 eV.

Each line ends with the Löwdin charge.
Geometry (Å):
Mo  -0.5490  -0.4509  0.1259  1.432
F  3.8951  -2.8319  0.8085  0.165
C  4.0850  -1.6559  1.3792  -0.697
F  5.2229  -1.1345  0.9480  0.162
F  4.1277  -1.7969  2.6934  0.170
S  2.7009  -0.5085  0.9954  0.640
O  1.4987  -1.2848  1.3105  -0.451
O  2.9928  0.7167  1.6672  -0.236
N  2.8492  -0.4352  -0.5889  -0.280
S  2.0700  0.4167  -1.6017  0.643
O  0.5820  0.5521  -1.3171  -0.502
O  2.3462  0.0368  -2.9437  -0.226
C  2.6323  2.1783  -1.4065  -0.683
F  2.4427  2.8069  -2.5581  0.159
F  3.9181  2.1836  -1.0997  0.166
F  1.9455  2.7878  -0.4557  0.161
C  -2.6344  -3.7717  -2.6852  -0.070
C  -2.0148  -5.0705  -2.2079  -0.416
C  -3.0510  -6.1340  -1.9158  -0.034
O  -1.1905  -4.9534  -1.0116  -0.305
P  -1.0197  -3.8573  0.1022  -0.089
S  0.0262  -4.4281  1.5632  0.419
S  -0.0295  -2.3303  -1.0677  0.462
O  -2.4534  -3.2535  0.2874  -0.329
C  -3.3907  -3.0401  1.3963  -0.423
C  -4.7288  -3.5426  0.9016  -0.038
C  -2.9611  -3.6798  2.6932  -0.080
H  -3.1685  -3.9829  -3.6123  0.092
H  -1.8837  -3.0089  -2.8923  0.042
H  -3.3443  -3.3807  -1.9572  0.064
H  -1.3109  -5.4285  -2.9583  0.145
H  -3.7406  -5.7818  -1.1462  0.074
H  -2.5751  -7.0483  -1.5651  0.089
H  -3.6215  -6.3578  -2.8184  0.089
H  -3.4235  -1.9575  1.5173  0.105
H  -4.7243  -4.6305  0.8139  0.084
H  -4.9780  -3.1102  -0.0679  0.079
H  -5.5059  -3.2591  1.6133  0.090
H  -2.7866  -4.7493  2.5711  0.077
H  -3.7714  -3.5371  3.4105  0.094
H  -2.0573  -3.2258  3.0937  0.052
C  -4.2573  2.0524  -1.3085  -0.224
Ge  -3.1253  1.5609  0.1945  0.770
C  -4.2252  0.8980  1.6366  -0.200
C  -2.0814  3.1487  0.5363  -0.203
C  -2.1858  -0.0837  -0.5996  -0.338
H  -4.9255  2.8549  -0.9921  0.029
H  -4.8604  1.2159  -1.6642  0.022
H  -3.6462  2.4179  -2.1344  0.028
H  -4.9510  1.6737  1.8848  0.036
H  -3.6249  0.6817  2.5164  0.005
H  -4.7615  0.0033  1.3170  0.019
H  -2.7992  3.9088  0.8517  0.038
H  -1.6078  3.4700  -0.3915  0.034
H  -1.3306  3.0384  1.3108  -0.004
H  -2.8955  -0.5481  -1.2806  0.027
O  0.7751  0.0115  3.7995  -0.351
Se  -0.3429  0.4915  2.7623  0.955
O  -1.1580  -0.8255  1.9340  -0.565
O  0.1632  1.0654  1.1943  -0.582
O  -1.4912  1.4772  3.3050  -0.395

[3]
DFT (wB97M-V/def2-TZVPD) results for a structure of composition C4H7N2 in a non-equilibrium geometry.

The net charge is +1. The value obtained for the highest occupied orbital energy is -0.56533 Ha. The orbital gap comes out at 10.34 eV.

Each line ends with the Löwdin charge.
Geometry (Å):
C  -0.8019  -0.3497  1.5210  0.017
C  0.0206  0.4887  -1.0871  -0.062
C  0.7216  1.1697  0.1073  -0.063
C  -0.0638  -0.7712  -0.2148  -0.235
N  -1.2065  -1.1694  0.5487  0.172
N  0.3509  0.0083  0.9393  0.002
H  -1.2191  -0.1213  2.4859  0.164
H  -0.9667  0.8981  -1.3008  0.131
H  0.5913  0.3973  -2.0049  0.119
H  1.8049  1.2124  0.0124  0.131
H  0.3319  2.1166  0.4683  0.132
H  1.1673  -1.9878  -0.3833  0.314
H  -1.9209  -1.8791  0.4568  0.176

Energy above the lowest of the compared OMol25 structures with the same formula, charge and spin for the records above, in order: 25.38; 9.93; 135.31 kcal per mole
Total energy for the records above, in order: -3447.84276; -8358.56891; -265.69285 a.u.